# 1
A 2-piece molecular cluster, C5H11O3 overall, computed with ωB97M-V/def2-TZVPD.

The geometry in XYZ format:
```
19
Properties=species:S:1:pos:R:3:nbo_charge:R:1
O -1.89738 0.15491 1.52217 -0.641
C -1.67346 0.20457 0.27256 0.426
O -2.58354 1.15183 -0.40938 -0.725
C -1.42059 -0.93153 -0.57348 -0.187
C -0.14494 0.77096 -0.05811 -0.313
C 1.12793 -0.00437 0.30538 -0.442
C 1.14485 -0.72157 1.63510 -0.614
H -2.02871 -1.82892 -0.48174 0.196
H -1.02767 -0.73062 -1.55985 0.212
H -0.09593 1.68971 0.54191 0.226
H -0.19296 1.09699 -1.08975 0.256
H 1.99991 0.62986 0.14732 0.278
H 1.27234 -0.75951 -0.48254 0.231
H 1.92075 -1.49956 1.56931 0.194
H 1.42884 -0.13671 2.51820 0.187
H 0.20827 -1.20930 1.94338 0.212
H -3.25739 0.65282 -0.86267 0.457
H 2.88865 0.79617 -2.85609 0.398
O 2.33104 0.67426 -2.08172 -1.353
```

Calculated values
Total charge: -1
Relative energy (zero: lowest compared OMol25 entry of this formula, charge and spin): 176.58 kcal/mol
Spin multiplicity: 1
Frontier orbital gap: 4.107 eV

# 2
A 2-piece molecular cluster, C5H4N2O overall, computed with ωB97M-V/def2-TZVPD.

The geometry in XYZ format:
```
12
Properties=species:S:1:pos:R:3:nbo_charge:R:1
N -3.37010 -0.95333 0.07858 -0.482
C -2.64193 0.02430 -0.17857 0.074
C -1.53013 0.68246 -0.30096 0.505
O -0.73545 1.49242 -0.72089 -0.457
H -3.11321 -1.71806 0.57401 0.361
C 2.01153 1.03803 0.04908 -0.262
C 1.74364 -0.14905 0.45465 -0.340
C 0.95400 -1.09578 -0.26227 0.267
N 0.35428 -1.91297 -0.78897 -0.321
H 1.58625 1.32913 -0.90034 0.219
H 2.68765 1.64291 0.59059 0.207
H 2.05348 -0.38006 1.40508 0.228
```

Calculated values
Relative energy (zero: lowest compared OMol25 entry of this formula, charge and spin): 95.37 kcal/mol
Spin multiplicity: 1
Frontier orbital gap: 7.235 eV

# 3
C36H36GeN3OSbZn as an isolated structure, computed with ωB97M-V/def2-TZVPD.

The geometry in XYZ format:
```
79
Properties=species:S:1:pos:R:3:lowdin_charge:R:1
Zn -1.08245 1.40184 -0.23735 0.604
C 0.42414 1.09847 -4.32575 -0.086
C 0.35784 1.69867 -2.93695 -0.325
N -0.75351 1.40375 -2.14379 -0.131
N -1.83141 0.87665 -2.79511 0.024
C -2.82477 0.55599 -2.02297 -0.513
O -2.84790 0.73090 -0.71335 -0.198
C -3.98627 -0.09451 -2.64873 -0.151
C -5.07167 -0.48631 -1.85717 -0.040
C -6.16829 -1.13059 -2.41376 -0.123
C -6.21431 -1.40486 -3.77464 -0.148
C -5.13570 -1.02123 -4.57111 -0.127
C -4.04147 -0.37853 -4.02047 -0.049
C 1.39268 2.46656 -2.49177 -0.272
C 2.57070 2.65164 -3.34671 -0.096
C 3.42633 3.67818 -3.16200 -0.169
C 3.20083 4.58085 -2.07223 -0.168
C 2.21889 4.21801 -1.17832 -0.302
N 1.38233 3.17520 -1.24366 -0.033
H -0.46671 0.50380 -4.50408 0.036
H 1.30217 0.45268 -4.45076 0.056
H 0.48117 1.87140 -5.09996 0.067
H -5.01432 -0.28118 -0.79620 0.102
H -6.99480 -1.42643 -1.77563 0.084
H -7.06795 -1.91348 -4.20821 0.075
H -5.15364 -1.23193 -5.63566 0.083
H -3.20098 -0.08365 -4.63532 0.096
H 2.74585 1.95978 -4.16106 0.070
H 4.27950 3.80611 -3.82265 0.074
H 3.82769 5.44303 -1.88542 0.051
H 2.14693 4.81534 -0.27426 0.058
C -0.18196 1.12778 1.51495 -0.617
Ge 0.10163 -0.77370 1.57707 0.776
C -0.66078 -1.83878 0.09761 -0.272
C -0.21333 -1.60758 -1.20543 -0.139
C -0.80654 -2.23822 -2.29098 -0.087
C -1.85602 -3.12402 -2.09143 -0.105
C -2.30962 -3.37056 -0.80332 -0.103
C -1.71636 -2.73181 0.27849 -0.108
C -0.76170 -1.45389 3.23750 -0.271
C -0.70541 -2.79784 3.61281 -0.127
C -1.26533 -3.23858 4.80513 -0.115
C -1.89082 -2.33210 5.65337 -0.128
C -1.94999 -0.99130 5.29939 -0.109
C -1.38908 -0.55996 4.10152 -0.107
C 1.94128 -1.50898 1.81279 -0.265
C 2.56506 -1.44972 3.06087 -0.136
C 3.85009 -1.93928 3.25404 -0.108
C 4.54393 -2.50733 2.19336 -0.122
C 3.93800 -2.58755 0.94721 -0.107
C 2.65061 -2.09543 0.76365 -0.103
H 0.56459 -0.87289 -1.39083 0.092
H -0.48021 -1.99424 -3.29478 0.098
H -2.34744 -3.58576 -2.93998 0.093
H -3.15189 -4.03514 -0.64469 0.090
H -2.10991 -2.90338 1.27432 0.084
H -0.20612 -3.51110 2.96344 0.102
H -1.21300 -4.28769 5.07568 0.087
H -2.32804 -2.67150 6.58597 0.084
H -2.43374 -0.27907 5.95907 0.089
H -1.42656 0.48648 3.81196 0.078
H 2.03045 -1.01646 3.89954 0.097
H 4.31300 -1.87517 4.23274 0.091
H 5.54970 -2.88541 2.33767 0.086
H 4.47022 -3.03251 0.11395 0.092
H 2.18982 -2.17221 -0.21466 0.085
C 2.36346 1.92695 3.39053 -0.298
Sb 1.59974 2.14926 1.34392 1.335
C 1.05946 4.16540 1.77328 -0.294
C 3.61712 1.88656 0.63652 -0.236
H 2.84592 2.85539 3.71438 -0.010
H 3.10182 1.12529 3.44249 -0.026
H 1.53356 1.69570 4.06073 -0.005
H 1.93370 4.78306 1.97955 0.004
H 0.44962 4.08004 2.67261 0.004
H 0.47266 4.58388 0.95921 0.000
H 4.27405 2.37985 1.35208 0.003
H 3.74806 2.27801 -0.36807 -0.012
H 3.79538 0.80935 0.65979 -0.006
```

Calculated values
Total charge: -2
Spin multiplicity: 1
Frontier orbital gap: 3.621 eV

# 4
A 2-piece molecular cluster, C3H5Cl overall, computed with ωB97M-V/def2-TZVPD.

The geometry in XYZ format:
```
9
Properties=species:S:1:pos:R:3:nbo_charge:R:1
C -0.72606 -0.28874 -0.52017 -0.112
C -0.63201 -0.15321 -1.81878 -0.324
C 0.33557 0.04669 0.44844 -0.690
Cl -1.80440 -0.91025 -2.74881 0.024
H -1.74110 -1.21191 0.07940 0.180
H 0.17319 0.48950 -2.33488 0.231
H 1.33357 -0.27425 -0.05651 0.221
H 0.29603 1.11808 0.36669 0.227
H 0.36182 -0.18778 1.54160 0.243
```

Calculated values
Relative energy (zero: lowest compared OMol25 entry of this formula, charge and spin): 50.13 kcal/mol
Spin multiplicity: 1
Frontier orbital gap: 10.263 eV

# 5
One molecule with the formula C5H14N2O2, computed with ωB97M-V/def2-TZVPD.

The geometry in XYZ format:
```
23
Properties=species:S:1:pos:R:3:nbo_charge:R:1
C -1.86025 -0.69187 -1.26694 -0.424
N -0.57426 -0.61138 -1.74918 -0.467
C 0.06951 -1.85211 -1.97396 -0.400
C 0.14963 0.49653 -1.14323 -0.244
C 0.04022 0.48091 0.32745 0.047
O 0.49939 -0.83715 0.96360 -0.787
C 0.97864 1.52165 0.92927 -0.091
O 0.69146 1.80783 2.27155 -0.416
N 1.03336 0.75336 3.09885 -0.560
H -2.58111 -0.97805 -2.06829 0.198
H -2.39862 0.27197 -0.98025 0.199
H -1.99158 -1.29451 -0.34143 0.178
H 1.02340 -1.75823 -2.54261 0.202
H -0.80261 -2.35488 -2.54691 0.195
H 0.24219 -2.48937 -1.01890 0.184
H 1.13936 0.60353 -1.56678 0.212
H -0.49337 1.36584 -1.36702 0.203
H -1.01968 0.75497 0.74754 0.191
H 0.27507 -0.81432 1.96559 0.499
H 0.70008 2.51269 0.39629 0.193
H 2.13427 1.33550 0.74764 0.178
H 0.50417 1.04077 3.97255 0.372
H 2.24074 0.73633 3.14517 0.339
```

Calculated values
Relative energy (zero: lowest compared OMol25 entry of this formula, charge and spin): 132.00 kcal/mol
Spin multiplicity: 1
Frontier orbital gap: 8.619 eV

# 6
A 5-piece molecular cluster, C18H48N2O10 overall, computed with ωB97M-V/def2-TZVPD.

The geometry in XYZ format:
```
78
Properties=species:S:1:pos:R:3:lowdin_spin:R:1
C -1.43977 -2.75994 -1.03064 0.000
O -1.55482 -2.53123 -2.44007 0.000
C -1.68310 -1.17157 -2.78304 0.000
C -2.37808 -1.07784 -4.14858 0.000
N -1.59538 -1.74450 -5.19925 0.000
C -2.16101 -2.81470 -6.04604 0.000
C -2.52791 -4.16289 -5.36861 0.000
O -3.29106 -4.91828 -6.33694 0.000
C -4.27642 -5.83314 -5.78790 0.000
H -0.43259 -2.57310 -0.65811 0.000
H -1.63238 -3.82153 -0.87557 0.000
H -2.12224 -2.22176 -0.37285 0.000
H -0.74089 -0.62836 -2.85566 0.000
H -2.25089 -0.56491 -2.07757 0.000
H -2.52515 -0.02869 -4.40502 0.000
H -3.38136 -1.49004 -4.04065 0.000
H -0.95037 -2.27416 -4.63048 0.000
H -1.37199 -2.88520 -6.79476 0.000
H -2.98355 -2.39680 -6.62645 0.000
H -3.22103 -3.96748 -4.55038 0.000
H -1.72990 -4.72815 -4.88723 0.000
H -3.90367 -6.57233 -5.07885 0.000
H -4.93557 -6.27856 -6.53303 0.000
H -4.79498 -5.24513 -5.03063 0.000
C 2.11513 1.90471 -3.85657 0.005
O 1.99338 0.84538 -2.94372 0.017
C 3.21701 0.57686 -2.18186 0.027
C 3.84991 1.71015 -1.33242 0.079
N 3.15649 2.17837 -0.10870 0.584
C 4.08813 2.92125 0.74758 0.057
C 3.40909 4.04854 1.58129 0.004
O 2.36123 3.44626 2.44531 0.006
C 1.70145 4.34530 3.33155 0.000
H 1.95183 2.84089 -3.32270 0.003
H 1.28345 1.78250 -4.55044 0.001
H 3.03112 1.79125 -4.43638 0.000
H 3.98183 0.37898 -2.93284 0.000
H 3.13400 -0.28178 -1.51557 0.003
H 3.73416 2.63254 -1.90156 0.041
H 4.89398 1.48344 -1.11650 0.001
H 2.29351 2.67055 -0.29072 0.014
H 4.78353 3.39881 0.05732 0.022
H 4.60914 2.32063 1.49317 0.018
H 2.93898 4.78787 0.93285 0.000
H 4.14309 4.51518 2.23825 0.001
H 0.97094 3.76470 3.89489 0.000
H 1.24040 5.13355 2.73640 0.000
H 2.25244 4.73809 4.18609 0.000
C -1.49999 3.31100 6.59234 0.000
C -1.54121 2.36896 5.42513 0.000
O -2.25810 1.19608 5.75652 0.000
O -2.64817 4.06903 6.98991 0.000
H -0.62106 3.95186 6.52251 0.000
H -1.27255 2.59156 7.37897 0.000
H -0.51875 2.16217 5.10904 0.000
H -2.11543 2.80812 4.60935 0.000
H -2.75389 1.27165 6.57510 0.000
H -3.27227 3.44933 7.37472 0.000
C 0.37323 0.51459 0.81955 0.006
C -0.47627 1.23211 1.85375 0.000
O -0.19808 2.59352 1.89154 0.002
O 1.68821 0.27147 1.18014 0.078
H 0.43677 1.03697 -0.13501 0.003
H -0.04949 -0.45589 0.55963 0.004
H -0.38489 0.82265 2.85977 0.000
H -1.53803 1.25433 1.60823 0.000
H 0.72424 2.70652 2.13272 0.000
H 2.21814 0.92815 0.72238 0.011
C -0.45335 -3.06280 3.41929 0.000
C 0.88865 -2.82369 2.72437 0.001
O 1.47986 -1.58136 3.05023 0.008
O -1.22433 -4.03884 2.79985 0.000
H -1.04564 -2.14777 3.42353 0.000
H -0.30732 -3.20778 4.48968 0.000
H 0.73836 -2.93608 1.65065 0.001
H 1.64704 -3.59727 2.84489 0.000
H 1.56009 -1.02621 2.27116 0.001
H -0.82591 -4.90607 2.90364 0.000
```

Calculated values
⟨S²⟩: 0.7548
Total charge: +1
Spin multiplicity: 2
Frontier orbital gap (alpha / beta): 7.409 / 1.895 eV